(1)
ORCA calculation (ωB97M-V with the def2-TZVPD basis set) on a structure of composition C49H44N6O2SSbV at a distorted geometry.

Computed properties:
DFT total energy = -3954.994685 a.u.
2S+1 = 2
total charge = +1
F_max = 2.4 eV/Å
⟨S²⟩ = 0.769
HOMO energy (spin up / spin down) = -9.54 / -8.80 eV

Last column: Löwdin spin population.
Atoms and positions in Å:
1 V -1.09020 -0.94586 0.43136  0.9058
2 C -4.11042 2.16194 -1.21358  0.0019
3 C -5.15053 1.90245 -0.33398  0.0015
4 C -5.12268 0.74232 0.41823  0.0024
5 C -4.04292 -0.10396 0.26693  0.0011
6 N -3.01474 0.15849 -0.54799  0.0008
7 C -3.05930 1.26624 -1.27838  0.0017
8 C -3.92034 -1.41465 0.96271  0.0250
9 C -4.92589 -2.05261 1.67395  -0.0065
10 C -4.69235 -3.31837 2.17484  0.0286
11 C -3.47631 -3.95125 1.93707  -0.0062
12 C -2.51170 -3.26442 1.24002  0.0215
13 N -2.72780 -2.01162 0.80083  -0.0081
14 C -1.16410 -3.79120 0.83878  0.0078
15 C -0.72763 -5.07707 1.06946  0.0011
16 C 0.52711 -5.44955 0.60503  0.0092
17 C 1.29860 -4.53027 -0.07741  0.0006
18 C 0.79539 -3.25463 -0.26388  0.0094
19 N -0.40405 -2.88801 0.19258  0.0020
20 H -4.10626 3.04715 -1.83408  0.0001
21 H -5.97417 2.59697 -0.23411  0.0000
22 H -5.91028 0.52584 1.12658  0.0000
23 H -2.22044 1.42877 -1.94621  0.0002
24 H -5.88227 -1.57103 1.82217  -0.0010
25 H -5.46624 -3.82945 2.73299  0.0017
26 H -3.29419 -4.95558 2.29407  -0.0009
27 H -1.35019 -5.77788 1.60985  -0.0001
28 H 0.89469 -6.45264 0.77858  0.0005
29 H 2.27530 -4.78495 -0.46604  -0.0002
30 H 1.35448 -2.48703 -0.78209  0.0006
31 O -2.60896 1.59129 2.24738  -0.0152
32 C -1.65314 0.88346 2.01084  -0.0030
33 O -0.86586 0.93153 0.93163  0.0231
34 C -1.21082 -0.21112 2.95857  -0.0028
35 C -1.57448 -0.22232 4.30180  -0.0019
36 C -1.08310 -1.23064 5.09517  -0.0024
37 C -0.24777 -2.20258 4.53256  -0.0031
38 C 0.03272 -2.15603 3.19179  -0.0003
39 N -0.45521 -1.17916 2.39768  -0.0096
40 H -2.21204 0.56689 4.67534  -0.0002
41 H -1.32483 -1.26615 6.15015  -0.0001
42 H 0.17973 -2.98966 5.13950  -0.0001
43 H 0.67238 -2.89015 2.71994  -0.0002
44 N 0.43009 0.14276 -3.27864  0.0008
45 C -0.68921 -0.56531 -3.54098  0.0025
46 S -1.39809 -1.55084 -2.37568  0.0037
47 N -1.11871 -0.45436 -4.81734  0.0003
48 C -2.33377 -0.86287 -5.45109  0.0000
49 C -2.29881 -0.88060 -6.84094  0.0001
50 C -3.43633 -1.19121 -7.56646  0.0000
51 C -4.62206 -1.48631 -6.90748  0.0001
52 C -4.64708 -1.47087 -5.52120  0.0000
53 C -3.51204 -1.16007 -4.78079  0.0001
54 H 0.77617 0.15345 -2.32903  0.0009
55 H 0.76291 0.85838 -3.90328  0.0000
56 H -0.46722 -0.02405 -5.45557  0.0001
57 H -1.37287 -0.65284 -7.35967  0.0000
58 H -3.39242 -1.19987 -8.64756  0.0000
59 H -5.51492 -1.72291 -7.46986  0.0000
60 H -5.56612 -1.69806 -4.99572  0.0000
61 H -3.54991 -1.15173 -3.70268  0.0000
62 C 3.55506 1.27944 -2.68379  0.0001
63 C 4.57637 1.20701 -1.56923  0.0002
64 C 5.92147 1.38190 -1.88781  0.0000
65 C 6.90779 1.30159 -0.91603  0.0001
66 C 6.55076 1.04404 0.39825  0.0001
67 C 5.21096 0.88008 0.73365  0.0003
68 C 4.20376 0.96279 -0.23168  0.0018
69 Sb 2.08228 0.77667 0.20586  0.0042
70 C 1.59074 2.81159 -0.12613  -0.0001
71 C 0.44909 3.00988 -0.90411  -0.0003
72 C -0.01000 4.28400 -1.21088  0.0000
73 C 0.67319 5.38328 -0.71303  0.0000
74 C 1.81118 5.19612 0.06035  0.0000
75 C 2.30083 3.92464 0.35757  0.0000
76 C 3.57306 3.81702 1.16087  0.0000
77 C 2.35552 0.38581 2.28258  0.0004
78 C 3.08256 -0.79447 2.48614  0.0001
79 C 3.43113 -1.22540 3.75419  0.0000
80 C 3.01836 -0.48258 4.85441  -0.0001
81 C 2.26170 0.66035 4.66494  0.0000
82 C 1.91812 1.12139 3.38792  0.0001
83 C 1.09448 2.38617 3.28834  0.0000
84 H 4.02278 1.57663 -3.62249  0.0000
85 H 2.76937 2.00830 -2.46079  0.0000
86 H 3.08390 0.30511 -2.84509  0.0000
87 H 6.19824 1.58323 -2.91686  0.0000
88 H 7.94728 1.44085 -1.18602  0.0000
89 H 7.31003 0.97868 1.16793  0.0000
90 H 4.96281 0.69984 1.77339  0.0000
91 H -0.11371 2.14951 -1.25260  -0.0002
92 H -0.90080 4.41594 -1.81427  0.0000
93 H 0.32087 6.38648 -0.92066  0.0000
94 H 2.33713 6.06052 0.45194  0.0000
95 H 3.73258 4.72561 1.74311  0.0000
96 H 4.43742 3.68197 0.50773  0.0000
97 H 3.56104 2.96815 1.84586  0.0000
98 H 3.41387 -1.37758 1.63008  0.0001
99 H 4.01695 -2.12709 3.88445  0.0000
100 H 3.28203 -0.79790 5.85641  0.0000
101 H 1.92408 1.22562 5.52758  0.0000
102 H 0.25119 2.34436 3.98248  0.0000
103 H 0.69618 2.55262 2.28860  0.0000
104 H 1.68957 3.26160 3.56016  0.0000

(2)
ORCA calculation (ωB97M-V with the def2-TZVPD basis set) on a cluster of 8 separate species, C49H45F9N8O2 in total.

Computed properties:
DFT total energy = -3381.447327 a.u.
total charge = 0
F_max = 0.8 eV/Å
SMILES = O=C1C=C(c2ccccc2)C(=O)C(c2cccnc2)=C1C(F)(F)C(F)(F)C(F)(F)C(F)(F)F.c1cc[nH]c1.c1cc[nH]c1.c1cc[nH]c1.c1cc[nH]c1.c1cc[nH]c1.c1cc[nH]c1.c1cc[nH]c1
HOMO energy = -8.09 eV

Last column: Mulliken charge in e.
Atoms and positions in Å:
1 O 0.52056 1.48956 -3.46435  -0.7402
2 C 0.77957 0.39279 -3.02531  -0.1635
3 C 2.14072 0.05469 -2.57394  -0.7351
4 C 2.34284 -0.81711 -1.58068  1.0284
5 C 3.65625 -1.19502 -1.04079  0.1686
6 C 4.71872 -0.29647 -1.08140  -0.0229
7 C 5.96231 -0.66929 -0.60883  -1.0665
8 C 6.15124 -1.93941 -0.09062  -0.4113
9 C 5.09532 -2.83609 -0.03069  -1.0751
10 C 3.84953 -2.46315 -0.49622  -0.3771
11 C 1.10089 -1.39881 -0.99531  -0.0018
12 O 0.99646 -1.66659 0.17687  -0.6392
13 C -0.05641 -1.62033 -1.93958  -0.0851
14 C -0.83869 -2.85702 -1.66603  -0.3710
15 C -1.69703 -2.94253 -0.57279  0.0049
16 C -2.32904 -4.14493 -0.36669  -0.9223
17 C -2.07097 -5.19730 -1.23584  -0.3674
18 N -1.23699 -5.14316 -2.27885  -0.6892
19 C -0.62110 -3.97185 -2.47926  -0.2118
20 C -0.23614 -0.72458 -2.91635  0.2909
21 C -1.30802 -0.78534 -3.99207  1.2130
22 F -0.75431 -0.29519 -5.12795  -0.3369
23 F -1.68060 -2.05361 -4.25092  -0.2262
24 C -2.61354 0.05845 -3.74807  0.4106
25 F -2.29611 1.15349 -3.03106  -0.1020
26 F -3.10600 0.42484 -4.94118  -0.3297
27 C -3.80807 -0.57190 -2.96405  0.6380
28 F -3.47581 -0.67718 -1.65624  -0.1017
29 F -4.79657 0.34006 -3.05672  -0.3311
30 C -4.39711 -1.93366 -3.44936  0.4370
31 F -5.68119 -2.00221 -3.09235  -0.2631
32 F -3.74805 -2.95061 -2.87182  -0.1117
33 F -4.30505 -2.04780 -4.77301  -0.2569
34 H 2.93367 0.56779 -3.10255  1.0965
35 H 4.55541 0.70569 -1.45299  0.2970
36 H 6.77998 0.03629 -0.64491  0.4329
37 H 7.12205 -2.23609 0.28251  0.5950
38 H 5.26036 -3.81880 0.38540  0.4232
39 H 3.01776 -3.15028 -0.44648  0.4877
40 H -1.87570 -2.07978 0.05202  0.8813
41 H -3.05504 -4.28213 0.42238  0.4939
42 H -2.56835 -6.14475 -1.06686  0.4470
43 H 0.06519 -3.90334 -3.31341  0.5422
44 N 1.82085 1.53923 0.80218  0.5684
45 C 1.83458 1.81338 2.14216  -0.8178
46 C 2.50501 2.99491 2.32007  -0.4925
47 C 2.92304 3.44522 1.03657  -0.8141
48 C 2.47882 2.52974 0.12235  -0.8335
49 H 1.40656 0.73681 0.36910  0.0035
50 H 1.36244 1.15329 2.84902  0.4975
51 H 2.67637 3.48215 3.26514  0.4559
52 H 3.47773 4.34080 0.80894  0.5677
53 H 2.57582 2.50521 -0.94967  0.9318
54 N 3.19104 3.50967 -3.33537  0.1536
55 C 2.78347 4.78880 -3.59250  -0.4591
56 C 3.87275 5.60905 -3.46954  -0.6482
57 C 4.98339 4.79129 -3.12442  -0.6921
58 C 4.53039 3.50170 -3.05001  -0.2472
59 H 2.58382 2.71066 -3.34835  0.2164
60 H 1.75751 5.00338 -3.83662  0.4040
61 H 3.87467 6.67672 -3.60942  0.4178
62 H 5.99633 5.11360 -2.95154  0.4375
63 H 5.04985 2.58650 -2.82138  0.3793
64 N -5.16729 -2.03704 1.12163  0.2746
65 C -5.03293 -1.64961 2.42630  -0.3177
66 C -6.22673 -1.87489 3.05639  -0.7567
67 C -7.11962 -2.41779 2.09247  -0.4934
68 C -6.43510 -2.50515 0.90862  -1.0292
69 H -4.45221 -1.97799 0.41976  0.1056
70 H -4.10511 -1.24640 2.79427  0.4265
71 H -6.43962 -1.66976 4.09159  0.4071
72 H -8.14609 -2.70647 2.24939  0.5702
73 H -6.74134 -2.85013 -0.06587  0.7521
74 N -7.96913 -5.60083 0.91489  0.1300
75 C -8.56047 -6.07041 2.05363  -0.3031
76 C -9.26821 -7.19682 1.72633  -0.5818
77 C -9.09553 -7.41454 0.33227  -0.5398
78 C -8.28868 -6.41253 -0.13824  -0.4208
79 H -7.38872 -4.78116 0.86619  0.2284
80 H -8.42495 -5.56753 2.99578  0.3823
81 H -9.84465 -7.79824 2.40884  0.3901
82 H -9.51521 -8.21358 -0.25533  0.3845
83 H -7.91734 -6.21092 -1.12852  0.3666
84 N 7.84869 -1.66450 3.19722  -0.0012
85 C 7.66071 -2.55968 4.21405  -0.5301
86 C 8.88832 -3.04768 4.57383  -0.3453
87 C 9.85469 -2.42092 3.74037  -0.4750
88 C 9.18175 -1.57251 2.90260  -0.4209
89 H 7.11811 -1.15247 2.73739  0.2273
90 H 6.67594 -2.77073 4.59352  0.3750
91 H 9.07457 -3.77182 5.34874  0.3936
92 H 10.92046 -2.57409 3.75690  0.3973
93 H 9.53658 -0.91343 2.12890  0.3859
94 N 0.57377 7.23720 3.10447  0.0217
95 C 1.61190 6.36003 2.95308  -0.3318
96 C 2.51007 6.60119 3.95864  -0.3070
97 C 1.98882 7.66269 4.74921  -0.5964
98 C 0.79308 8.03344 4.19553  -0.5154
99 H -0.22618 7.29071 2.50119  0.2246
100 H 1.62264 5.64695 2.14764  0.3201
101 H 3.43905 6.07723 4.11158  0.4301
102 H 2.44157 8.10330 5.62145  0.3881
103 H 0.08472 8.79083 4.48341  0.3738
104 N -3.52928 4.26412 -0.53424  0.0738
105 C -2.45775 3.49488 -0.90171  -1.3254
106 C -1.49198 3.63879 0.05850  0.5489
107 C -2.00705 4.51914 1.04825  -0.9795
108 C -3.26334 4.89276 0.65112  -0.6033
109 H -4.38321 4.34874 -1.05298  0.1794
110 H -2.47737 2.91617 -1.80714  0.6493
111 H -0.52731 3.16265 0.06279  0.5262
112 H -1.51053 4.83024 1.95187  0.5647
113 H -3.98989 5.53914 1.11305  0.3978